Entry from the Open Molecules 2025 dataset: C14H16NO4S5SiV as an isolated structure (the ωB97M-V functional and the def2-TZVPD basis).

XYZ file:
```
42
C14H16NO4S5SiV the ωB97M-V functional and the def2-TZVPD basis
V 0.6233 0.1134 -0.3279
O -2.2732 1.8398 1.8814
C -1.3847 0.9863 1.4680
O -1.3036 0.6301 0.2806
C -0.3509 0.4759 2.3922
C -0.3468 0.4869 3.7481
C 0.7868 -0.0658 4.4217
C 1.8344 -0.5494 3.6962
C 1.8090 -0.5119 2.2817
N 0.6961 -0.0014 1.6438
C 2.7793 -0.8708 1.3229
O 3.9962 -1.3824 1.6518
O 2.5242 -0.7033 0.0967
H -2.4737 2.4059 1.0525
H -1.1839 0.9020 4.2902
H 0.8137 -0.0931 5.5015
H 2.6906 -0.9603 4.2199
H 4.0637 -1.4440 2.6094
S -2.7209 0.6663 -5.3769
C -1.9615 1.3447 -4.0702
S -0.2945 1.1523 -3.7188
C -0.2461 2.0120 -2.1870
C -1.4084 2.6209 -1.8049
S -1.7542 3.6594 -0.4667
S -2.7480 2.3344 -2.9010
S 1.3256 2.0464 -1.3718
C -1.6142 -4.2039 -1.6026
Si -1.5452 -2.4725 -0.8477
C -1.7727 -2.7055 1.0124
C -2.9845 -1.4912 -1.5467
C 0.0783 -1.6652 -1.2373
H -2.5719 -4.6901 -1.4019
H -0.8214 -4.8390 -1.2008
H -1.4824 -4.1549 -2.6856
H -2.6029 -3.3841 1.2230
H -1.9804 -1.7619 1.5190
H -0.8705 -3.1291 1.4612
H -3.9391 -1.9688 -1.3128
H -2.9067 -1.4174 -2.6349
H -3.0061 -0.4744 -1.1522
H 0.0546 -1.3932 -2.3059
H 0.8969 -2.3839 -1.1214
```

For the frontier orbital gap (alpha / beta), the calculation gives 5.67 / 5.75 eV. As for the spin multiplicity: 2. The net charge is -1. For the energy relative to the best compared isomer or geometry (same formula, charge and spin), the calculation gives 20.5 kcal/mol. The LUMO energy (alpha / beta) comes out at 1.81 / 1.92 eV. Its HOMO energy (alpha / beta) is -0.1420 / -0.1408 hartree.

Mulliken atomic charge list, values in e, 4 entries:
1 V 0.03
2 O -0.51
3 C 0.57
4 O -0.01